# 1
Here is C22H56F3InNO22S6 as an isolated structure in a non-equilibrium geometry from the OMol25 dataset. Energies are from ωB97M-V with the def2-TZVPD basis set.

```
111
Properties=species:S:1:pos:R:3:forces:R:3
O -2.709884 -2.400372 -9.064614 1.937 3.003 -1.054
N -2.737115 -1.213526 -9.436151 -2.249 -5.506 1.164
O -4.067794 -1.010728 -9.687166 0.900 2.831 0.012
C -4.282710 0.390658 -9.280997 -0.236 3.061 -0.287
In -4.844709 0.622559 -7.065037 -0.263 0.139 -0.153
O -4.677597 2.719878 -6.683267 2.288 -0.523 -0.858
C -3.395083 -0.623656 -5.850018 1.230 -0.804 1.969
C -2.812073 0.293253 -4.583364 -0.258 -1.510 -1.004
O -3.818173 1.281066 -4.140650 0.513 -1.928 -0.019
C -1.422827 1.004221 -5.182667 -0.737 -0.130 0.901
F -0.324846 -0.019875 -5.021788 -2.837 3.720 -0.932
F -1.528157 1.373111 -6.614726 0.959 -0.889 4.828
F -1.098182 2.188080 -4.353636 -0.189 -3.524 -2.984
H -5.096484 0.958133 -9.912449 1.568 -1.620 0.711
H -3.282972 1.031456 -9.404515 -1.951 -1.605 -0.006
H -6.531599 0.121733 -6.696774 0.357 0.169 -0.040
H -3.693102 2.883760 -6.879426 -2.222 -0.176 0.496
H -3.932533 -1.553747 -5.338182 1.041 1.843 -1.078
H -2.483208 -1.058278 -6.440780 -1.636 0.756 1.053
H -2.580213 -0.407070 -3.645955 0.284 1.779 -2.094
H -4.610083 0.723579 -3.859699 1.554 1.026 -0.699
O -1.374037 -1.581637 -1.869839 0.363 -0.901 0.322
S -0.494320 -2.701390 -2.129517 0.788 -0.167 -0.389
O -0.829178 -4.051741 -1.729000 -0.088 1.187 0.007
O 0.995898 -2.345868 -1.572500 -0.934 -0.203 -1.138
C 1.139202 -1.939345 -0.219453 0.077 0.044 1.188
C 1.084433 -3.126767 0.723431 -0.195 -0.019 0.033
C -0.087382 -2.712805 -3.856976 0.255 0.047 0.094
H 0.386816 -1.188908 0.044380 0.044 -0.042 -0.168
H 2.119003 -1.459050 -0.132425 -0.173 0.004 -0.358
H 0.084921 -3.571252 0.737269 0.133 0.045 0.067
H 1.333048 -2.821629 1.743763 -0.060 0.014 -0.299
H 1.781507 -3.908289 0.405016 -0.011 0.117 0.041
H 0.226208 -1.710124 -4.153326 -0.105 -0.350 0.196
H -0.980416 -3.005649 -4.413104 0.008 0.074 0.189
H 0.711643 -3.436942 -4.028131 -0.148 0.050 0.148
O 1.194000 -3.959449 3.636633 0.491 -1.120 0.478
S 2.160862 -4.941136 4.080083 0.207 -0.096 0.328
O 2.359528 -6.194499 3.383230 -0.490 1.071 0.397
O 1.911203 -5.255920 5.659955 0.796 0.552 -0.950
C 0.613507 -5.651164 6.079834 -1.011 -0.494 0.242
C 0.349823 -7.110871 5.760887 -0.012 -0.215 -0.312
C 3.735880 -4.143184 4.260188 -0.062 0.049 0.182
H -0.152857 -5.004758 5.639727 0.170 0.012 -0.075
H 0.571867 -5.509384 7.164468 0.296 0.172 -0.183
H 0.284283 -7.271021 4.680684 -0.015 0.032 0.148
H -0.591613 -7.440332 6.209386 0.094 0.093 0.008
H 1.162471 -7.742836 6.132774 -0.119 0.120 0.043
H 3.604343 -3.227031 4.838888 -0.003 -0.220 -0.057
H 4.110854 -3.905423 3.262487 -0.220 -0.134 0.028
H 4.423635 -4.825862 4.763233 -0.168 0.075 -0.055
O 5.088658 0.390074 6.682541 -0.029 -1.264 0.254
S 5.527895 -0.979557 6.844907 0.342 0.111 0.326
O 4.658101 -2.103969 6.570781 0.403 1.082 0.229
O 6.161143 -1.160601 8.336092 0.184 0.040 -1.441
C 5.379812 -0.781151 9.459511 -0.758 0.123 0.926
C 4.337394 -1.833255 9.788819 -0.282 -0.163 -0.184
C 7.036062 -1.201851 5.936137 0.132 -0.051 0.144
H 4.917433 0.198506 9.300377 0.100 -0.090 -0.155
H 6.066003 -0.680845 10.306475 0.158 -0.014 -0.366
H 3.575265 -1.889250 9.006000 0.086 0.019 0.113
H 3.836550 -1.598795 10.732312 0.116 0.017 -0.071
H 4.796021 -2.824174 9.865105 -0.007 0.173 0.061
H 7.722163 -0.390168 6.185067 -0.165 -0.111 0.006
H 6.796297 -1.176266 4.871052 -0.140 0.031 0.186
H 7.467755 -2.170154 6.197179 -0.121 0.139 0.003
O -2.735243 -2.828059 3.945186 -0.507 1.077 0.025
S -2.886269 -1.388800 3.915130 0.193 0.226 -0.766
O -4.110739 -0.735052 4.326567 0.805 -0.806 -0.205
O -2.474530 -0.842729 2.435370 0.343 -0.069 1.806
C -3.112395 -1.406208 1.298642 -0.708 -0.377 -1.169
C -4.505338 -0.836152 1.106943 -0.311 0.004 0.232
C -1.534345 -0.659092 4.803766 0.151 0.078 -0.118
H -3.137319 -2.498730 1.366629 0.084 0.111 0.151
H -2.498993 -1.150498 0.428803 0.148 0.008 0.341
H -5.174876 -1.157248 1.910310 0.058 0.023 -0.104
H -4.932144 -1.170304 0.157113 0.151 0.036 0.064
H -4.482953 0.258074 1.122594 0.061 -0.147 -0.101
H -0.600418 -1.103331 4.454539 -0.167 0.008 -0.016
H -1.674893 -0.869329 5.866118 -0.128 -0.046 -0.186
H -1.539618 0.419462 4.634047 -0.073 -0.175 -0.012
O -1.305397 8.122084 -6.912033 0.583 -0.928 0.199
S -0.338534 7.140397 -6.468584 -0.173 -0.514 0.478
O -0.139869 5.887034 -7.165436 -0.356 1.289 0.403
O -0.588193 6.825614 -4.888712 1.086 0.792 -1.153
C -1.885890 6.430370 -4.468833 -1.258 -0.734 0.238
C -2.149575 4.970663 -4.787780 0.062 -0.059 -0.182
C 1.236483 7.938350 -6.288478 0.069 0.037 0.203
H -2.652253 7.076776 -4.908939 0.203 0.043 -0.059
H -1.927530 6.572150 -3.384198 0.308 0.192 -0.163
H -2.215115 4.810513 -5.867982 -0.063 0.004 0.161
H -3.091010 4.641201 -4.339281 0.103 0.008 -0.073
H -1.336926 4.338697 -4.415893 -0.218 0.265 0.006
H 1.104946 8.854502 -5.709778 -0.038 -0.165 -0.078
H 1.611457 8.176111 -7.286180 -0.197 -0.114 0.075
H 1.924238 7.255672 -5.785433 -0.164 0.057 -0.082
O 2.503785 3.426246 1.587821 -0.764 -0.649 -0.431
S 1.211823 2.829097 1.324327 -0.504 0.223 -0.468
O 1.076968 1.478736 0.820016 0.508 1.083 0.450
O 0.348446 3.831052 0.371394 0.255 -0.679 1.524
C 0.921068 4.271227 -0.851260 0.454 0.141 -1.260
C 0.832520 3.198921 -1.920990 0.067 -0.313 0.015
C 0.207514 2.988002 2.778960 -0.162 0.130 -0.028
H 1.955452 4.597968 -0.702480 -0.091 -0.072 0.181
H 0.349048 5.146644 -1.174843 -0.060 -0.121 0.369
H 1.474538 2.347339 -1.677261 -0.059 0.106 -0.042
H 1.148080 3.593751 -2.890798 -0.092 0.023 0.104
H -0.190345 2.818747 -2.006389 0.146 0.149 -0.048
H 0.254603 4.020348 3.130491 0.024 -0.151 -0.116
H 0.606003 2.314427 3.540569 0.085 0.038 -0.220
H -0.818599 2.706845 2.533692 0.168 0.021 -0.051
```
Forces are in eV/Å.

Calculated values
Molecular weight   1050.89 g mol⁻¹
E_HOMO   -4.914 eV
Frontier orbital gap   6.132 eV
Calculated total energy   -148586.7849 eV
Net charge   -1

# 2
Here is a 6-piece molecular cluster, C22H56N9O7P overall in a non-equilibrium geometry from the OMol25 dataset. Energies are from ωB97M-V with the def2-TZVPD basis set.

```
95
Properties=species:S:1:pos:R:3:forces:R:3
C 2.031089 -2.613154 2.755987 0.178 0.143 -0.645
N 0.557582 -2.524740 2.717523 0.427 0.398 -0.325
C 0.145927 -1.159135 2.286852 0.724 -0.909 -0.592
P -1.730788 -0.864341 2.163510 0.180 0.567 0.717
N -2.044534 -2.302715 3.174897 -0.501 0.056 0.133
C -2.825213 -1.486992 0.758212 -0.631 0.464 -0.865
N -2.067715 -2.259654 -0.276416 0.021 0.456 0.739
C -2.522083 0.300994 3.420675 -0.289 0.564 0.434
N -1.484901 0.755476 4.412879 -0.967 0.243 0.066
C -1.318003 0.663138 1.037281 -0.008 0.042 -0.995
O -0.362731 1.597325 1.646795 0.400 0.392 -1.148
C 0.593311 1.981246 0.719805 0.860 0.466 -0.658
C 0.454142 3.355899 0.008723 -0.348 -0.341 0.549
O 1.560154 1.300976 0.460881 -0.827 0.036 0.477
H 2.456000 -1.891279 3.494516 -0.459 -0.670 -0.375
H 2.490101 -2.347855 1.764111 -0.157 -0.126 0.622
H 2.344780 -3.653736 2.990654 -0.203 0.697 0.069
H 0.231300 -3.165735 1.986163 0.177 0.080 0.488
H 0.635566 -0.438235 2.978248 -0.789 -0.221 -0.407
H 0.601393 -0.979954 1.274556 -0.474 0.274 0.677
H -2.819899 -2.181280 3.823686 0.051 -0.337 -0.419
H -2.177364 -3.151478 2.618814 -0.088 0.300 0.489
H -3.694331 -2.065769 1.154298 0.883 0.227 -0.159
H -3.278770 -0.620809 0.211590 0.372 -0.568 0.515
H -1.699091 -1.579133 -0.948924 -0.032 -0.365 0.175
H -1.274312 -2.698486 0.194651 -0.116 -0.021 -0.468
H -2.915705 1.224129 2.929270 0.277 -0.907 0.048
H -3.407953 -0.149739 3.934426 0.748 0.106 -0.439
H -1.799930 0.465895 5.340851 0.287 -0.041 -0.306
H -1.563175 1.777911 4.437593 0.214 -0.466 0.054
H -2.255607 1.212086 0.777765 0.631 -0.146 0.217
H -0.875207 0.308709 0.072485 -0.404 0.196 0.632
H -0.527876 3.437474 -0.507844 0.566 0.013 0.490
H 0.540017 4.170615 0.759972 -0.206 -0.535 -0.590
H 1.268528 3.483043 -0.736948 -0.566 -0.275 0.622
C -0.434395 0.230906 -3.152220 0.177 -0.206 -0.198
O -1.451387 0.056177 -2.497963 0.030 -0.137 0.087
N 0.188060 -0.714336 -3.884931 -0.153 0.567 0.172
C 1.399762 -0.440065 -4.641020 -0.397 -0.107 0.254
C -0.371916 -2.052780 -3.918973 -0.149 0.135 0.153
H 0.068819 1.210831 -3.192002 0.026 -0.019 -0.033
H 1.218089 -0.639859 -5.698315 0.197 -0.004 0.005
H 2.196156 -1.082857 -4.286000 0.000 0.098 -0.100
H 1.700016 0.600916 -4.520627 -0.097 -0.029 0.048
H -1.389372 -2.011995 -4.312701 0.012 -0.132 0.056
H -0.409967 -2.458550 -2.905909 -0.071 -0.112 -0.084
H 0.238903 -2.697938 -4.548295 0.037 0.116 0.023
C 0.122200 6.979744 -1.522421 0.147 0.086 -0.094
O 0.007934 6.167133 -0.622316 0.160 0.207 -0.131
N 1.296520 7.378678 -2.062352 -0.409 0.007 0.027
C 1.361304 8.352037 -3.134546 0.186 -0.141 0.138
C 2.530690 6.811122 -1.548632 -0.185 -0.122 0.154
H -0.753879 7.467886 -1.980679 0.036 0.028 -0.044
H 1.841225 7.901003 -4.006017 -0.030 0.141 -0.061
H 1.946237 9.214532 -2.807235 -0.036 0.051 -0.143
H 0.362168 8.685521 -3.412448 0.022 -0.059 0.061
H 2.513041 5.727157 -1.675534 0.117 0.030 0.065
H 2.617282 7.033261 -0.483417 0.105 -0.080 -0.031
H 3.385153 7.227264 -2.079385 -0.101 0.022 -0.017
C -3.752069 4.580619 3.083293 0.203 0.035 -0.081
O -3.873077 3.766972 3.982895 0.155 -0.014 -0.068
N -2.575091 4.975268 2.548541 -0.506 0.069 0.043
C -2.497661 5.946278 1.474093 0.133 -0.212 0.076
C -1.350305 4.400980 3.073268 -0.244 -0.126 0.280
H -4.624979 5.070621 2.620366 0.031 0.037 -0.032
H -2.012828 5.494061 0.607582 0.023 0.207 -0.019
H -1.910460 6.806424 1.803900 -0.004 0.042 -0.161
H -3.494394 6.283853 1.189609 -0.005 -0.060 0.098
H -1.379698 3.319009 2.945337 0.223 0.053 -0.015
H -1.273357 4.627127 4.139541 0.104 -0.042 -0.024
H -0.486783 4.806194 2.550434 -0.124 0.036 -0.018
C -2.837217 -5.663215 3.975653 0.125 0.010 0.007
O -4.012442 -5.356024 4.045011 0.060 -0.209 -0.018
N -2.363409 -6.933824 3.962751 0.035 0.299 -0.015
C -0.946645 -7.224148 3.878613 -0.246 -0.127 0.012
C -3.307298 -8.033674 4.035646 -0.133 0.234 0.008
H -2.039926 -4.903172 3.916984 0.056 -0.048 0.042
H -0.749120 -7.815833 2.981155 0.154 0.001 0.049
H -0.638656 -7.792575 4.759572 0.152 0.006 -0.068
H -0.367852 -6.301974 3.831023 -0.094 0.003 0.016
H -3.995794 -7.978821 3.190191 -0.050 -0.102 0.080
H -3.885958 -7.955900 4.958076 -0.059 -0.106 -0.071
H -2.778210 -8.985203 4.015197 0.043 0.091 -0.004
C 4.818178 -2.078634 -5.664106 0.096 -0.178 -0.029
O 3.644004 -1.759055 -5.590391 0.468 -0.349 -0.239
N 5.274696 -3.350765 -5.705742 0.045 0.407 0.002
C 6.688193 -3.660450 -5.793117 -0.221 -0.154 0.016
C 4.315298 -4.439853 -5.661235 -0.160 0.212 0.010
H 5.623693 -1.327407 -5.703044 0.034 -0.042 -0.004
H 6.878705 -4.233483 -6.703331 0.145 0.009 0.052
H 6.984291 -4.253778 -4.925181 0.139 0.011 -0.068
H 7.281413 -2.747160 -5.817853 -0.088 -0.007 0.006
H 3.630393 -4.355647 -6.507006 -0.041 -0.102 0.073
H 3.735525 -4.375993 -4.738554 -0.047 -0.105 -0.067
H 4.831493 -5.397303 -5.702768 0.044 0.096 0.000
```
Forces are in eV/Å.

Calculated values
Molecular weight   589.72 g mol⁻¹
E_HOMO   -7.335 eV
Frontier orbital gap   7.815 eV
Structure (SMILES)   CNCP(N)(CN)(CN)COC(C)=O.CN(C)C=O.CN(C)C=O.CN(C)C=O.CN(C)C=O.CN(C)C=O
Calculated total energy   -60751.8449 eV